[1]
ORCA calculation (ωB97M-V with the def2-TZVPD basis set) on a single C5H11IOS molecule at a distorted geometry.

Calculated values
E_tot in Ha: -968.08020
Orbital gap (spin up / spin down) in eV: 6.52 / 6.65
F_max in eV/A: 4.5
Spin multiplicity: 3
LUMO (spin up / spin down) in eV: 0.74 / -2.33
ΔE to the lowest compared entry with this formula, charge and spin in kcal/mol: 0.0

CARTESIAN COORDINATES (ANGSTROEM)
C 0.707 1.443 1.642
C 0.949 1.449 -0.959
C -0.609 -2.443 -0.923
C 0.867 0.634 0.257
C -0.377 -0.352 0.149
O -0.492 -1.016 -1.047
S -1.906 0.888 0.348
I -3.754 -0.534 0.359
H 0.362 2.372 1.319
H -0.001 1.015 2.310
H 1.674 1.564 2.126
H -0.016 1.853 -1.421
H 1.268 0.686 -1.780
H 1.754 2.204 -0.774
H 0.407 -2.849 -0.704
H -0.823 -2.890 -1.985
H -1.259 -2.950 -0.219
H 1.669 -0.059 0.333
H -0.423 -1.014 0.969

Calculated atomic charges, method Mulliken, unit e: atom 1 (C): -1.5593, atom 2 (C): -1.1889, atom 3 (C): -0.7803, atom 4 (C): 0.5293, atom 5 (C): -0.7175, atom 6 (O): -0.2829, atom 7 (S): -0.0782, atom 8 (I): -0.1420, atom 9 (H): 0.4645, atom 10 (H): 0.4010, atom 11 (H): 0.3842, atom 12 (H): 0.2473, atom 13 (H): 0.2941, atom 14 (H): 0.3877, atom 15 (H): 0.3359, atom 16 (H): 0.2260, atom 17 (H): 0.3427, atom 18 (H): 0.4113, atom 19 (H): 0.7250

=====

[2]
ORCA calculation (ωB97M-V with the def2-TZVPD basis set) on a molecular structure, C12H27CaCl2N3S3 at a distorted geometry.

Calculated values
Charge: +2
E_tot in Ha: -3429.81134
Orbital gap in eV: 8.92
F_max in eV/A: 2.2
LUMO in eV: -5.66
ΔE to the lowest compared entry with this formula, charge and spin in kcal/mol: 0.0

CARTESIAN COORDINATES (ANGSTROEM)
Ca 1.146 -0.395 0.973
C -1.629 1.373 3.267
C -0.501 1.053 4.217
S 0.368 -0.482 3.845
C -0.913 -1.696 4.207
C -1.944 -1.907 3.088
S -1.210 -1.897 1.397
C -2.588 -1.094 0.520
C -2.729 0.417 0.827
S -1.166 1.116 1.503
H -1.863 2.461 3.297
H -2.544 0.801 3.498
H -0.924 0.916 5.227
H 0.341 1.792 4.228
H -1.440 -1.460 5.154
H -0.296 -2.593 4.400
H -2.804 -1.218 3.155
H -2.398 -2.918 3.106
H -3.510 -1.652 0.828
H -2.334 -1.280 -0.554
H -3.561 0.626 1.536
H -2.885 0.976 -0.119
C -0.364 2.078 -2.783
N 0.857 1.392 -2.339
C 1.678 2.107 -1.382
C 0.943 0.014 -2.445
N 1.303 -0.698 -1.397
N 0.654 -0.540 -3.694
C 0.890 0.175 -4.951
C 0.017 -1.839 -3.784
H -0.903 2.556 -1.942
H -1.019 1.379 -3.329
H -0.079 2.878 -3.494
H 1.676 3.185 -1.684
H 2.707 1.694 -1.380
H 1.292 2.008 -0.338
H 1.530 -1.644 -1.629
H 1.382 1.127 -4.789
H -0.052 0.396 -5.454
H 1.476 -0.496 -5.586
H 0.426 -2.548 -3.047
H 0.191 -2.251 -4.769
H -1.067 -1.790 -3.634
Cl 3.555 1.002 1.788
C 4.539 -0.391 1.191
Cl 3.562 -1.978 1.180
H 5.324 -0.534 1.909
H 4.866 -0.219 0.178

Calculated atomic charges, method Mulliken, unit e: atom 1 (Ca): 0.6094, atom 2 (C): -0.7867, atom 3 (C): -0.7318, atom 4 (S): 0.0641, atom 5 (C): -0.7897, atom 6 (C): -0.6282, atom 7 (S): -0.0938, atom 8 (C): -0.4755, atom 9 (C): -0.7985, atom 10 (S): 0.1481, atom 11 (H): 0.4996, atom 12 (H): 0.3869, atom 13 (H): 0.4145, atom 14 (H): 0.3473, atom 15 (H): 0.4010, atom 16 (H): 0.3995, atom 17 (H): 0.3428, atom 18 (H): 0.5015, atom 19 (H): 0.4057, atom 20 (H): 0.2751, atom 21 (H): 0.4475, atom 22 (H): 0.4683, atom 23 (C): -1.1293, atom 24 (N): 0.3049, atom 25 (C): -0.6601, atom 26 (C): 0.3266, atom 27 (N): -0.5713, atom 28 (N): 0.0458, atom 29 (C): -1.0881, atom 30 (C): -0.9653, atom 31 (H): 0.3634, atom 32 (H): 0.3799, atom 33 (H): 0.3482, atom 34 (H): 0.3602, atom 35 (H): 0.2222, atom 36 (H): 0.1504, atom 37 (H): 0.0933, atom 38 (H): 0.3434, atom 39 (H): 0.3872, atom 40 (H): 0.3969, atom 41 (H): 0.3171, atom 42 (H): 0.3075, atom 43 (H): 0.2875, atom 44 (Cl): -0.0904, atom 45 (C): -0.1220, atom 46 (Cl): -0.1166, atom 47 (H): 0.3630, atom 48 (H): 0.3380